1.
This record from the Open Molecules 2025 dataset describes a structure of composition C34H51N4OOsP2. The level of theory is ωB97M-V with the def2-TZVPD basis set.

XYZ file:
```
93
Properties=species:S:1:pos:R:3:forces:R:3
C -1.890 -1.936 -1.547 -0.337 -0.452 0.212
C 0.315 -2.073 -2.464 -0.752 -1.612 0.063
C -2.329 -2.960 -2.375 0.035 -0.181 -0.093
C -0.181 -2.965 -3.439 0.097 0.400 -0.154
C -1.469 -3.454 -3.350 -0.841 -0.101 -0.056
H -3.332 -3.360 -2.212 0.264 0.168 -0.364
H 0.440 -3.295 -4.267 0.200 -0.032 0.342
H -1.843 -4.211 -4.044 0.281 0.213 0.172
N -0.591 -1.575 -1.530 0.747 0.343 0.216
P -2.354 0.344 -0.003 -2.772 0.093 0.038
P 2.185 -0.880 -0.834 1.902 -1.556 -0.077
C -2.900 -1.316 -0.577 0.485 -0.504 -0.078
H -3.912 -1.263 -1.016 0.607 -0.001 -0.048
H -3.029 -1.982 0.294 0.206 0.182 -0.159
C 0.283 1.308 1.176 1.572 5.576 2.966
O 0.465 2.262 1.845 -0.801 -3.852 -2.295
C 1.774 -2.015 -2.296 -2.098 5.795 -1.190
H 2.299 -1.636 -3.202 -0.090 -1.312 0.369
C 3.636 0.469 -1.010 -0.182 -0.269 -0.302
C 3.059 -2.589 -0.349 0.107 0.214 0.803
C -3.209 1.454 -1.342 0.302 0.341 -0.016
C -3.319 0.550 1.650 0.156 0.223 0.178
C 3.167 1.836 -0.485 -0.454 -0.141 0.007
H 2.929 1.778 0.585 0.075 0.114 -0.225
H 3.979 2.571 -0.608 -0.200 -0.362 0.034
H 2.290 2.215 -1.022 0.214 -0.051 0.154
C 4.854 0.077 -0.154 -0.044 -0.288 0.004
H 4.559 0.010 0.902 0.183 0.005 -0.244
H 5.317 -0.869 -0.457 -0.127 0.282 0.052
H 5.631 0.857 -0.223 -0.388 -0.171 -0.111
C 3.952 0.568 -2.504 0.175 0.138 -0.073
H 4.669 1.392 -2.665 -0.286 -0.285 -0.016
H 4.409 -0.348 -2.902 -0.118 0.321 0.046
H 3.028 0.786 -3.068 0.368 0.021 0.049
C 3.621 -2.581 1.069 0.321 -0.192 0.537
H 3.063 -1.911 1.734 0.177 -0.123 -0.111
H 3.522 -3.593 1.489 0.159 0.282 -0.029
H 4.684 -2.318 1.111 -0.343 0.020 0.028
C 2.008 -3.706 -0.410 -0.331 -0.183 -0.106
H 1.148 -3.480 0.228 0.258 -0.223 -0.122
H 1.643 -3.879 -1.433 0.122 -0.204 0.475
H 2.470 -4.647 -0.086 -0.075 0.240 0.054
C 4.117 -2.892 -1.448 0.218 -0.141 -0.206
H 4.199 -2.142 -2.246 0.103 -0.205 0.467
H 5.122 -3.036 -1.032 -0.286 0.046 0.024
H 3.833 -3.822 -1.961 0.199 0.192 0.153
C -3.178 1.998 2.153 -0.024 0.088 0.041
H -3.581 2.047 3.178 0.137 -0.006 -0.337
H -2.128 2.324 2.194 -0.334 -0.023 0.013
H -3.754 2.707 1.544 0.185 -0.238 0.234
C -2.754 -0.394 2.718 0.387 -0.077 0.027
H -2.881 -1.446 2.433 0.047 0.108 0.125
H -1.698 -0.203 2.931 -0.199 -0.018 0.032
H -3.317 -0.235 3.652 0.204 -0.057 -0.365
C -4.802 0.170 1.518 -0.296 0.101 -0.072
H -5.201 0.030 2.532 0.161 -0.050 -0.242
H -5.411 0.955 1.062 0.201 -0.408 0.195
H -4.943 -0.772 0.972 -0.128 0.222 0.191
C -2.841 1.014 -2.777 0.238 0.009 0.005
H -3.449 1.616 -3.473 0.115 -0.323 0.276
H -1.802 1.235 -3.011 -0.288 -0.212 -0.008
H -3.032 -0.051 -2.972 -0.110 0.304 -0.002
C -2.702 2.891 -1.101 -0.087 0.230 -0.106
H -1.606 2.925 -1.093 -0.366 0.073 0.022
H -3.043 3.529 -1.929 0.040 -0.136 0.210
H -3.067 3.343 -0.168 0.050 -0.238 -0.398
C -4.752 1.374 -1.281 -0.198 0.139 0.210
H -5.134 0.341 -1.319 0.101 0.404 0.091
H -5.187 1.895 -0.420 0.271 -0.179 -0.384
H -5.163 1.876 -2.171 0.317 -0.112 0.218
Os -0.017 -0.053 -0.018 0.501 -1.625 -0.833
N 0.006 1.305 -1.612 1.066 1.445 -2.034
C 0.209 2.044 -2.595 -0.738 -4.499 2.819
C 0.738 2.029 -3.929 0.368 3.210 -0.609
C 0.772 3.377 -4.390 0.241 -0.291 0.644
C 1.053 1.006 -4.930 -0.053 -0.602 -0.896
C 0.910 3.726 -5.731 0.194 1.152 1.261
H 0.637 4.162 -3.625 -0.107 -0.424 -0.628
C 1.224 1.384 -6.297 -0.194 1.241 -0.849
H 1.178 -0.070 -4.705 -0.189 0.862 0.215
C 1.142 2.731 -6.707 0.274 -2.381 -0.962
H 0.866 4.792 -5.998 -0.043 -0.563 -0.011
H 1.438 0.646 -7.093 -0.176 0.296 0.873
H 1.264 3.034 -7.764 -0.062 -0.426 0.775
N -0.249 -2.619 1.801 -0.027 0.235 0.420
C 0.121 -3.188 2.969 -0.084 0.783 -0.563
C 0.798 -2.217 3.686 0.296 0.374 -0.211
C 0.855 -1.080 2.877 -0.844 -0.943 -0.337
N 0.154 -1.312 1.731 0.269 -0.456 -0.973
H -0.757 -3.066 1.039 0.192 0.412 0.351
H -0.094 -4.222 3.183 -0.106 -0.010 0.080
H 1.232 -2.304 4.662 0.105 -0.148 0.178
H 1.387 -0.155 3.059 -0.313 -0.011 -0.053
```
Positions in Å, forces in eV/Å.

Values from the calculation:
Net charge: +3
LUMO energy (alpha / beta), eV: -8.7 / -12.1
Frontier orbital gap (alpha / beta), Eh: 0.2113 / 0.1838
Multiplicity: 5
E_HOMO (alpha / beta), Ha: -0.52930 / -0.62749
Energy, eV: -65107.712

---

2.
This record from the Open Molecules 2025 dataset describes a structure of composition C34H52F6N9O6PS2Si4W. The level of theory is ωB97M-V with the def2-TZVPD basis set.

XYZ file:
```
115
Properties=species:S:1:pos:R:3:forces:R:3
W 0.061 -0.657 0.648 -0.286 0.076 -0.477
N 1.487 0.928 3.243 0.027 0.023 -0.033
P 2.238 -0.177 2.191 -0.214 -0.254 0.043
C 3.130 -1.201 3.396 0.098 0.073 0.006
C 2.682 -2.450 3.816 -0.058 0.054 -0.035
C 3.338 -3.120 4.840 -0.059 -0.030 -0.024
C 4.435 -2.544 5.460 0.015 0.033 -0.002
C 4.879 -1.289 5.061 -0.011 -0.031 0.013
C 4.235 -0.621 4.034 0.013 -0.021 -0.030
C 3.558 0.800 1.434 0.006 0.002 0.018
C 3.463 2.188 1.355 0.033 0.011 0.038
C 4.491 2.920 0.779 0.014 -0.008 0.011
C 5.609 2.268 0.276 -0.006 0.004 0.012
C 5.702 0.884 0.348 0.001 -0.004 0.015
C 4.680 0.147 0.927 0.001 -0.004 0.009
C 0.163 1.264 3.222 -0.031 0.007 0.028
C -0.351 2.018 4.288 0.016 -0.011 -0.010
C -1.679 2.343 4.309 -0.019 -0.009 -0.011
C -2.481 1.940 3.238 -0.001 0.009 0.002
C -1.913 1.230 2.220 0.010 -0.014 -0.016
N -0.601 0.847 2.192 0.073 0.046 -0.023
H 2.002 1.239 4.056 0.004 -0.014 -0.017
H 1.839 -2.918 3.335 -0.022 -0.064 -0.084
H 2.992 -4.098 5.143 0.005 0.001 0.007
H 4.947 -3.071 6.254 0.000 -0.004 0.000
H 5.733 -0.835 5.544 0.003 0.002 -0.001
H 4.609 0.347 3.722 -0.006 0.000 -0.001
H 2.597 2.703 1.755 0.000 0.001 0.001
H 4.427 3.999 0.736 -0.003 0.003 -0.001
H 6.417 2.840 -0.161 0.004 0.002 -0.002
H 6.580 0.378 -0.032 0.003 -0.003 -0.002
H 4.772 -0.930 1.007 0.003 -0.003 -0.002
H 0.316 2.317 5.084 -0.003 0.002 0.004
H -2.093 2.909 5.132 0.004 0.002 0.003
H -3.528 2.197 3.188 -0.012 0.004 -0.010
H -2.508 0.960 1.364 -0.007 0.000 -0.006
F -1.875 -4.455 0.173 0.005 -0.003 0.018
C -1.705 -4.395 -1.160 0.031 0.040 0.053
F -2.664 -3.629 -1.663 -0.084 0.039 -0.042
F -1.777 -5.606 -1.663 0.002 -0.002 -0.019
S -0.065 -3.633 -1.508 -0.017 -0.337 0.046
O -0.162 -2.384 -0.734 0.425 0.209 0.343
O 0.028 -3.460 -2.913 -0.019 0.018 0.000
N 0.938 -4.677 -0.954 -0.080 0.230 -0.244
S 1.745 -4.641 0.396 -0.132 0.143 0.405
O 3.150 -4.676 0.189 0.080 0.036 -0.071
O 1.231 -3.634 1.318 0.040 -0.031 -0.031
C 1.270 -6.235 1.187 -0.174 -0.018 0.101
F 1.497 -7.254 0.390 0.045 -0.017 -0.047
F -0.031 -6.190 1.500 0.100 -0.012 -0.073
F 1.972 -6.358 2.307 0.010 0.017 -0.053
N -0.810 -1.994 2.238 0.114 -0.039 0.078
N -2.211 -2.175 2.165 -0.018 0.055 0.101
C -2.799 -1.570 1.075 -0.028 0.001 -0.001
N -4.128 -1.637 0.988 -0.028 -0.044 0.083
N -2.005 -0.925 0.263 -0.173 -0.156 0.153
N -2.509 -0.076 -0.733 0.112 -0.051 -0.095
O -1.535 2.512 -0.583 0.137 -0.013 0.151
O -3.659 -0.596 -1.321 -0.050 0.169 0.033
H -0.304 -2.870 2.059 0.009 -0.112 -0.066
H -0.590 -1.680 3.182 0.024 -0.048 -0.016
H -2.532 -3.103 2.408 0.021 -0.009 -0.059
H -4.664 -2.120 1.688 0.022 -0.002 0.024
H -4.553 -1.332 0.120 0.010 0.007 0.033
C 3.928 0.120 -2.458 0.001 0.003 -0.016
C 3.545 -1.165 -2.110 0.027 -0.002 -0.013
C 2.454 -1.338 -1.286 -0.063 -0.065 0.050
N 1.712 -0.318 -0.815 0.125 0.241 0.126
C 2.123 0.924 -1.127 0.008 0.064 -0.098
C 3.209 1.181 -1.939 -0.097 0.021 -0.040
H 4.777 0.288 -3.107 -0.003 0.006 -0.006
H 4.078 -2.037 -2.460 -0.002 -0.005 0.006
H 2.173 -2.329 -0.985 0.003 -0.050 0.036
H 1.556 1.731 -0.690 -0.065 0.101 -0.046
H 3.475 2.205 -2.154 -0.010 0.038 -0.011
C -5.503 -2.062 -2.749 -0.015 0.016 0.030
Si -4.153 -0.805 -2.948 0.053 0.061 -0.027
C -4.912 0.796 -3.501 0.021 -0.007 -0.015
C -2.712 -1.434 -3.943 -0.003 0.039 -0.024
Si -1.141 1.020 -1.087 0.013 -0.145 -0.220
Si -0.319 1.640 -3.256 -0.040 0.087 -0.069
C 0.748 0.369 -4.136 -0.017 -0.044 0.097
C -1.712 2.151 -4.400 0.037 -0.089 -0.063
C 0.549 3.301 -2.987 0.003 -0.076 -0.039
Si -2.128 3.973 -0.041 -0.044 0.045 -0.051
C -2.083 5.225 -1.412 -0.020 0.046 0.029
C -3.908 3.713 0.455 0.002 0.037 0.007
C -1.000 4.525 1.342 0.012 -0.018 0.002
H -5.845 -2.377 -3.737 -0.007 0.001 0.005
H -6.366 -1.635 -2.234 -0.009 -0.012 0.009
H -5.183 -2.957 -2.214 0.037 -0.019 -0.004
H -5.533 0.630 -4.385 0.024 0.005 -0.019
H -4.197 1.578 -3.743 0.010 -0.003 0.009
H -5.567 1.169 -2.710 -0.027 -0.022 -0.003
H -2.816 -2.503 -4.131 0.000 -0.014 0.018
H -1.765 -1.298 -3.415 0.073 0.042 0.001
H -2.637 -0.938 -4.910 0.017 0.015 -0.047
H 0.163 -0.101 -4.926 -0.030 -0.050 -0.031
H 1.132 -0.433 -3.503 -0.044 0.042 -0.018
H 1.599 0.864 -4.610 -0.013 0.003 -0.009
H -2.218 1.317 -4.879 -0.079 -0.054 0.003
H -1.235 2.738 -5.192 -0.017 -0.007 -0.004
H -2.451 2.798 -3.927 0.036 0.020 0.046
H 1.052 3.491 -2.043 0.082 -0.086 0.134
H -0.212 4.075 -3.099 0.035 -0.037 0.007
H 1.271 3.451 -3.794 0.019 -0.028 0.004
H -2.608 4.874 -2.303 -0.004 -0.014 -0.011
H -1.072 5.517 -1.696 -0.008 -0.011 0.031
H -2.598 6.129 -1.074 -0.003 0.006 -0.011
H -4.540 3.793 -0.433 -0.010 -0.016 0.004
H -4.238 4.486 1.153 -0.012 -0.004 -0.003
H -4.109 2.740 0.905 0.032 -0.030 0.023
H -0.113 5.004 0.920 0.010 -0.004 0.004
H -0.667 3.694 1.966 -0.009 0.006 0.002
H -1.485 5.256 1.992 -0.003 0.016 -0.012
```
Positions in Å, forces in eV/Å.

Values from the calculation:
ΔE to the lowest compared entry with this formula, charge and spin, kJ/mol: 9.0
Net charge: +2
LUMO energy (alpha / beta), eV: -5.0 / -6.1
Frontier orbital gap (alpha / beta), Eh: 0.2899 / 0.2525
Multiplicity: 3
E_HOMO (alpha / beta), Ha: -0.47354 / -0.47826
Energy, eV: -142390.703

---

3.
This record from the Open Molecules 2025 dataset describes a cluster of 3 separate species, C34H52N3O8 in total. The level of theory is ωB97M-V with the def2-TZVPD basis set.

XYZ file:
```
97
Properties=species:S:1:pos:R:3:forces:R:3
C 6.537 4.829 2.366 -0.107 -0.580 0.410
C 5.516 3.654 2.780 -0.929 0.692 -0.911
C 4.118 3.956 2.038 -0.412 -0.025 0.558
C 3.045 2.755 2.237 0.133 1.089 -0.059
C 3.533 1.340 1.662 0.206 -0.653 0.638
C 3.867 1.331 0.089 -0.570 0.673 0.569
C 2.435 1.453 -0.681 2.090 0.983 -0.384
N 1.623 0.182 -0.510 -3.318 -1.217 -0.095
N 2.296 -0.925 -0.214 -2.883 -2.443 0.049
C 1.554 -2.109 -0.097 -0.344 -1.470 0.416
C 2.473 -3.415 0.212 0.585 0.936 -0.786
C 3.781 -3.433 -0.769 -0.281 -1.498 0.989
C 5.050 -2.669 -0.160 -0.168 -0.392 -0.977
O 3.443 -3.036 -2.127 -0.472 -0.061 0.806
C 0.017 -2.395 -0.208 0.254 4.631 -0.889
C -0.742 -3.798 -0.051 0.473 0.623 -0.224
C -1.007 -4.524 -1.496 -0.766 0.791 -0.336
C -2.523 -5.096 -1.465 0.677 -0.190 -0.251
C -0.925 -3.514 -2.740 0.365 -0.660 -0.880
C -0.758 -1.052 -0.561 4.503 -2.025 0.559
C -2.345 -0.990 -0.770 0.480 0.442 0.961
C -2.909 -0.077 0.450 0.458 0.854 2.729
O -2.321 -0.011 1.567 -1.293 -0.567 -4.141
N -4.115 0.740 0.246 0.965 -0.894 0.748
C -4.151 1.921 1.169 -0.097 0.587 0.583
C -5.347 -0.065 0.524 -0.465 -0.847 -0.512
C 0.217 0.135 -0.693 -2.047 1.129 -0.375
C -0.473 1.538 -1.101 -0.985 1.816 -0.256
C -0.911 1.748 -2.569 -0.636 3.093 3.287
C -1.591 3.113 -2.914 1.226 -0.757 3.297
C -1.809 4.210 -1.815 1.492 -2.667 0.966
C -1.367 3.993 -0.338 0.803 -3.565 -2.914
C -0.713 2.628 0.009 -0.892 1.081 -3.082
H 6.354 5.108 1.267 0.514 -0.491 1.583
H 6.346 5.765 2.990 0.275 -1.276 -0.810
H 7.615 4.476 2.537 -1.555 0.730 -0.388
H 5.872 2.626 2.433 -0.204 1.481 0.552
H 5.285 3.618 3.904 0.620 0.028 -1.589
H 4.275 4.231 0.926 -0.158 -0.650 1.679
H 3.642 4.901 2.511 0.794 -1.466 -0.741
H 2.830 2.718 3.374 0.384 -0.322 -1.836
H 2.064 3.142 1.763 1.366 -0.883 0.592
H 4.462 1.014 2.271 -1.453 0.537 -1.110
H 2.743 0.522 1.888 1.181 1.357 -0.333
H 4.518 2.269 -0.105 -1.370 -1.416 -0.074
H 4.486 0.443 -0.263 -1.098 1.097 0.648
H 2.611 1.638 -1.810 -0.529 -0.471 1.812
H 1.927 2.366 -0.232 0.245 -1.608 -0.735
H 2.803 -3.428 1.317 -0.599 0.099 -1.874
H 1.925 -4.392 0.003 0.370 1.594 0.368
H 4.068 -4.556 -0.837 -0.383 1.720 0.353
H 4.998 -2.694 0.987 0.099 0.124 -1.795
H 5.984 -3.252 -0.514 -1.406 1.194 0.665
H 5.094 -1.595 -0.562 -0.035 -1.606 0.747
H 2.607 -3.486 -2.411 1.203 0.377 0.549
H -1.766 -3.585 0.440 1.696 -0.200 -0.739
H -0.160 -4.491 0.647 -0.856 1.107 -1.122
H -0.227 -5.351 -1.694 -1.312 1.224 0.560
H -2.573 -6.051 -0.839 -0.109 1.496 -0.658
H -3.222 -4.270 -1.053 1.034 -1.498 -0.648
H -2.859 -5.377 -2.526 0.482 0.479 1.551
H -1.055 -4.157 -3.694 0.138 1.037 1.497
H -1.755 -2.728 -2.776 1.159 -1.076 0.269
H 0.098 -2.999 -2.866 -1.563 -0.689 0.386
H -2.774 -2.058 -0.652 0.794 1.785 -0.225
H -2.654 -0.568 -1.795 0.570 -0.554 1.729
H -4.921 2.652 0.724 1.293 -1.000 0.686
H -4.511 1.641 2.231 0.627 0.337 -1.603
H -3.112 2.404 1.261 -1.772 -0.736 -0.309
H -5.311 -0.472 1.602 -0.287 0.706 -1.488
H -5.434 -0.967 -0.192 0.176 1.456 1.026
H -6.248 0.617 0.348 1.231 -1.093 0.403
H -0.729 0.924 -3.335 -0.312 1.410 1.108
H -1.886 3.283 -4.001 0.375 -0.053 1.779
H -2.282 5.222 -2.061 0.768 -1.766 0.140
H -1.491 4.761 0.500 0.086 -1.171 -1.606
H -0.391 2.481 1.103 -0.474 -0.111 -1.970
C -0.144 -3.544 4.915 -0.423 0.091 0.862
C 0.713 -2.510 4.251 0.070 0.935 0.328
O 1.453 -3.270 3.304 -0.259 -0.640 -0.235
C 0.731 -4.392 3.039 0.066 -0.735 -0.272
O 0.985 -5.170 2.158 -0.170 0.559 0.890
O -0.315 -4.521 3.896 0.573 0.055 -0.695
H -1.107 -3.144 5.236 0.027 -0.200 -0.144
H 0.350 -4.010 5.772 -0.018 0.008 -0.093
H 0.124 -1.757 3.718 0.014 -0.070 -0.008
H 1.380 -2.007 4.953 0.084 -0.117 -0.205
C -4.981 2.341 -4.078 0.599 -0.499 -0.187
C -5.270 3.386 -3.046 0.402 0.375 0.702
O -6.411 4.050 -3.566 -0.112 -0.374 -0.369
C -7.033 3.176 -4.407 -1.328 0.259 -0.568
O -8.114 3.352 -4.885 1.016 -0.188 0.447
O -6.262 2.073 -4.629 -0.185 0.367 0.181
H -4.547 1.438 -3.646 -0.169 -0.010 -0.118
H -4.324 2.709 -4.872 -0.047 0.007 0.018
H -5.526 2.954 -2.074 0.044 -0.021 -0.044
H -4.442 4.084 -2.917 -0.232 0.054 -0.015
```
Positions in Å, forces in eV/Å.

Values from the calculation:
Net charge: +1
LUMO energy, eV: -4.1
Frontier orbital gap, Eh: 0.2938
E_HOMO, Ha: -0.44271
Energy, eV: -56935.315